# 1
61
Properties=species:S:1:pos:R:3:forces:R:3 method="wB97M-V/def2-TZVPD" total_charge=-1
Cl -2.1174 -2.7414 0.1721 0.5 0.2 0.1
B -0.3832 -2.1443 0.4376 0.4 -1.6 0.1
Cl 0.5278 -3.1301 1.7683 -0.4 0.5 -0.6
Cl 0.6228 -2.1875 -1.1412 -0.3 0.3 0.4
O -0.5226 -0.7346 0.9092 1.2 2.0 0.6
C 0.4271 0.0647 1.2195 -1.4 -1.0 -0.9
C 0.1558 1.4585 1.4127 -0.2 0.8 0.2
C 1.2654 2.3076 1.6238 -0.4 -0.3 -0.1
C 1.0736 3.6639 1.8569 -0.1 0.2 -0.1
C -0.2233 4.2045 1.8610 0.3 -0.7 0.0
C -1.3239 3.3702 1.5993 -0.1 0.0 0.0
C -1.1560 2.0108 1.3643 0.6 -0.1 0.0
H 1.4617 -0.2973 1.2559 -0.3 -0.1 0.1
H 2.2591 1.8623 1.5583 -0.2 0.3 0.3
H 1.9361 4.3088 2.0297 -0.3 -0.2 0.0
H -0.3733 5.2678 2.0674 0.1 -0.4 -0.1
H -2.3281 3.7991 1.5779 0.3 -0.2 0.0
H -1.9971 1.3628 1.1103 0.2 0.2 0.3
C 3.4310 3.2380 6.2898 -0.1 0.2 0.0
C 2.9401 2.0034 7.0275 -0.7 0.0 0.2
C 3.9129 1.7489 8.1798 0.0 0.0 0.3
C 1.4064 2.0811 7.5437 0.7 -0.2 -0.3
C 1.2230 2.7382 8.8999 0.1 0.1 0.1
C 0.4950 2.8006 6.5496 0.0 0.2 -0.2
O 1.0375 0.7221 7.6088 0.3 0.8 0.5
B 1.8497 0.0358 6.6139 -0.6 -2.1 -1.1
C 2.5708 -1.2861 7.3565 -0.5 1.1 -0.3
C 3.6246 -1.9271 6.7077 0.4 -1.0 0.3
C 4.2694 -3.0271 7.2855 -0.2 0.6 -0.4
C 3.8894 -3.4478 8.5532 0.2 -0.6 0.4
C 4.5849 -4.6474 9.1534 -0.2 0.3 -0.2
F 4.1193 -4.9816 10.3902 0.4 0.1 -0.7
F 4.4377 -5.7569 8.3613 0.3 0.5 0.6
F 5.9334 -4.4346 9.2817 -0.7 -0.4 0.0
C 2.8953 -2.7785 9.2484 -0.3 0.5 -0.1
C 2.2507 -1.6791 8.6533 0.4 -1.0 0.4
C 0.9073 -0.3927 5.2520 1.4 0.5 1.2
C 0.3371 -1.7635 5.2762 -0.1 -0.9 -0.5
C -0.5480 -0.5868 5.4911 -0.8 0.3 0.2
O 2.9178 0.8973 6.1479 0.3 1.5 0.2
H 3.3833 4.1097 6.9538 0.0 0.0 -0.1
H 4.4780 3.0918 6.0047 -0.1 0.0 0.0
H 2.8496 3.4381 5.3860 0.0 0.0 0.1
H 3.9964 2.6382 8.8177 0.0 -0.1 0.0
H 3.6152 0.8919 8.7964 0.0 0.2 -0.2
H 4.9051 1.5444 7.7602 -0.2 0.0 0.0
H 1.5399 3.7863 8.8388 0.0 -0.1 0.1
H 0.1622 2.7206 9.1706 0.1 0.0 0.0
H 1.7929 2.2325 9.6834 -0.1 0.0 -0.1
H 0.6913 3.8790 6.5644 0.0 0.0 -0.1
H 0.6198 2.4276 5.5255 0.0 0.0 0.2
H -0.5461 2.6409 6.8544 0.2 0.0 -0.1
H 3.9668 -1.5863 5.7335 -0.2 0.0 0.1
H 5.0564 -3.5505 6.7499 0.0 0.1 0.1
H 2.6169 -3.1070 10.2449 0.1 0.0 -0.1
H 1.4983 -1.1581 9.2448 0.0 0.0 -0.4
H 1.2075 0.0444 4.2933 0.0 -0.2 0.1
H 0.2080 -2.2943 4.3311 0.0 -0.1 0.4
H 0.5884 -2.3616 6.1568 -0.1 0.0 -0.4
H -0.8932 -0.3862 6.5100 -0.1 0.0 -0.4
H -1.2450 -0.3550 4.6835 0.0 0.0 0.3



# 2
65
Properties=species:S:1:pos:R:3:forces:R:3 method="wB97M-V/def2-TZVPD" relative_energy_kcal_mol=0.0 total_charge=+3
V 2.5806 2.3723 0.2867 0.5 -0.2 1.1
O 5.4547 4.2440 -2.0032 0.0 0.0 0.0
C 4.5835 3.9081 -1.1226 -0.1 0.0 0.1
O 3.7845 2.9671 -1.2462 0.1 -0.1 -0.2
C 4.4869 4.6949 0.1268 0.0 0.0 0.0
C 5.1458 5.8442 0.5114 0.0 -0.1 0.0
C 4.8006 6.4059 1.7445 0.0 0.0 0.0
C 3.8223 5.8179 2.5363 0.0 0.0 0.0
C 3.2285 4.6573 2.0612 0.0 0.0 0.1
N 3.5644 4.1312 0.9062 0.0 -0.1 -0.2
C 2.1417 3.8486 2.6929 -0.1 -0.2 0.0
O 1.4981 4.0496 3.6521 0.1 0.1 0.0
O 1.9363 2.7046 1.8976 0.0 0.2 -0.3
H 5.4460 3.6562 -2.7840 0.0 0.0 0.0
H 5.8961 6.2903 -0.1274 0.0 0.0 0.0
H 5.2941 7.3090 2.0785 0.0 0.0 0.0
H 3.5206 6.2340 3.4881 0.0 0.0 0.0
C -4.5218 0.6526 -1.8979 0.0 0.0 0.0
C -4.1217 0.9503 -0.4654 0.0 -0.1 0.0
N -2.6427 0.8934 -0.2846 0.0 0.1 0.0
C -1.9749 2.0327 -0.3420 0.0 0.0 0.0
C -0.5951 2.1119 -0.2034 -0.1 -0.1 0.0
C 0.0521 3.4244 -0.3636 0.4 0.1 -0.1
O -0.4356 4.5002 -0.3260 -0.2 -0.1 0.1
O 1.4142 3.2831 -0.6587 -0.1 0.0 0.0
C 0.1226 0.9425 0.0403 -0.2 -0.1 -0.1
O 1.4128 0.9443 0.2402 0.5 0.1 -0.2
C -0.5742 -0.2991 0.0693 -0.1 0.1 0.1
C 0.1115 -1.5128 0.2704 0.0 -0.1 0.0
C -0.5891 -2.6732 0.2989 0.0 0.0 0.0
F 0.0705 -3.8318 0.3931 0.0 0.0 0.1
C -2.0045 -2.7287 0.1665 -0.1 0.2 0.0
C -2.6715 -1.5311 -0.0529 0.0 -0.1 0.0
C -1.9753 -0.3160 -0.1003 0.1 0.0 -0.1
N -2.6491 -3.9482 0.2040 0.1 -0.2 -0.2
C -3.9292 -4.1656 -0.4409 -0.1 0.0 0.0
C -3.9438 -5.5419 -1.0966 0.0 0.0 0.0
N -3.6164 -6.6037 -0.0806 -0.1 0.0 0.0
C -2.3119 -6.3321 0.6249 0.0 0.0 0.0
C -2.3774 -4.9437 1.2335 0.0 0.0 0.1
H -5.6062 0.6985 -1.9857 0.0 0.0 0.0
H -4.1933 -0.3376 -2.2142 0.0 0.0 0.0
H -4.1008 1.3871 -2.5838 0.0 0.0 0.0
H -4.5653 0.2614 0.2491 0.0 0.0 0.0
H -4.4268 1.9478 -0.1575 0.0 0.0 -0.1
H -2.5523 2.9354 -0.5007 0.0 0.0 0.0
H 1.1901 -1.5293 0.3550 0.0 0.0 0.0
H -3.7439 -1.5446 -0.1596 0.0 0.0 0.0
H -4.0927 -3.4323 -1.2283 0.0 0.0 0.0
H -4.7606 -4.0802 0.2725 0.0 0.0 0.0
H -3.1811 -5.6131 -1.8706 0.0 0.0 0.0
H -4.9178 -5.7776 -1.5214 0.0 0.0 0.0
H -3.5849 -7.5194 -0.5359 0.0 0.0 0.0
H -4.3690 -6.6602 0.6121 0.0 0.0 0.0
H -1.5265 -6.4035 -0.1259 0.0 0.0 0.0
H -2.1753 -7.1049 1.3787 0.0 0.0 0.0
H -1.4510 -4.7370 1.7573 0.0 0.0 0.0
H -3.1796 -4.9118 1.9847 0.0 0.0 0.0
F 4.0399 1.4111 0.6903 -0.9 0.4 -0.3
P 4.6415 -0.5565 -1.0247 0.1 -0.1 0.0
F 5.5642 0.6141 -1.5416 -0.1 0.0 0.0
F 5.7316 -0.8964 0.0290 0.0 0.0 0.0
F 3.5820 -1.2684 -0.0869 0.1 0.0 -0.1
F 4.8302 -1.6018 -2.1143 0.0 0.0 0.0
F 3.4133 0.2766 -1.6046 -0.1 0.0 -0.1



# 3
14
Properties=species:S:1:pos:R:3:forces:R:3 method="wB97M-V/def2-TZVPD" relative_energy_kcal_mol=31.4 smiles="O=C1CC=CCN1"
O 2.3428 -0.1916 0.0619 -1.1 1.1 0.4
C 1.1386 0.0156 0.0512 -1.1 -2.1 -1.7
C 0.3861 1.3903 -0.0513 2.2 -1.7 -0.7
C -1.0739 1.2128 0.0741 -0.9 -2.1 -1.1
C -1.8555 0.1242 -0.0759 4.8 -0.3 1.4
C -1.1666 -1.2141 0.0699 -1.7 -2.3 0.2
N 0.2938 -1.1354 -0.1416 -1.2 3.3 0.6
H 0.6845 1.8177 -1.1129 -0.5 -0.5 2.3
H 0.8509 1.9113 0.7971 -0.3 0.7 -0.6
H -1.6496 2.0434 0.1243 -1.3 3.1 0.1
H -2.8822 0.2014 -0.0235 -2.0 0.0 0.0
H -1.7231 -1.9887 -0.5900 1.5 1.2 0.2
H -1.4780 -1.7318 1.0901 0.9 1.4 -1.4
H 0.8263 -1.9455 -0.1975 0.8 -1.7 0.1



no.,HOMO energy (eV),total energy (a.u.),HOMO-LUMO gap (eV)
1,-4.76,-2848.49985,4.634
2,-16.54,-3619.19064,6.141
3,-9.30,-324.67436,10.100